# 1
A molecular structure, C7H25AgN7O6 at a distorted geometry, computed with ωB97M-V with the def2-TZVPD basis set.

Geometry as XYZ:
```
46
Properties=species:S:1:pos:R:3
H 3.886 3.758 1.636
O -1.989 2.594 -2.959
C -1.318 -1.843 -2.045
N 2.941 3.815 1.300
N -1.289 -2.908 -1.205
O 1.440 -2.800 0.335
H 2.263 -2.352 2.236
N -3.308 2.855 -0.468
C 1.924 -1.900 1.296
H 1.258 -0.249 2.395
N 2.983 1.718 0.649
O 1.718 1.678 -3.114
H 2.880 -1.512 0.929
N -2.445 -1.763 -2.783
H 2.243 -4.537 1.207
H -1.055 -0.656 2.494
H -2.473 1.905 -2.476
H -2.910 -2.616 -3.044
O 1.316 3.096 -0.022
H -4.473 1.924 1.533
H -0.527 -3.118 -0.580
C 2.344 2.861 0.590
H 0.601 -0.715 -0.364
Ag -0.050 1.638 -1.631
H -0.105 0.449 0.518
H -4.081 3.424 -0.174
N 0.775 -0.031 0.367
H -2.545 -0.927 -3.338
N -3.469 1.870 1.522
H 2.412 4.667 1.391
H -2.716 3.030 -1.290
H 3.180 -3.882 -0.125
H 1.526 -4.584 -0.452
H -1.970 -3.568 -1.544
H 2.365 0.952 0.381
H 3.866 1.684 1.123
C -0.460 -1.416 1.982
C 0.868 -0.854 1.571
O -0.385 -1.064 -2.126
H 1.347 2.527 -2.821
H -3.023 1.125 2.037
C 2.163 -4.035 0.240
C -2.716 2.099 0.425
H -1.144 -1.901 1.288
O -1.584 1.691 0.327
H -0.265 -2.131 2.789
```

**Gap between HOMO and LUMO**: 4.94 eV
**Total energy**: -34379.414 eV
**LUMO**: 0.0951 Ha
**Total charge**: -1

---

# 2
C3H6N4O in the gas phase at a distorted geometry, computed with ωB97M-V with the def2-TZVPD basis set.

Geometry as XYZ:
```
14
Properties=species:S:1:pos:R:3
C -1.717 1.802 -0.459
N -1.428 -0.132 0.789
N 0.736 -1.312 -1.818
H -1.308 2.254 -1.309
H 2.364 0.779 0.403
H -0.144 -0.991 -1.734
H -0.582 -0.858 2.677
H -2.218 2.330 0.356
C 1.679 0.070 0.242
N -1.432 0.503 -0.356
N 1.645 -0.372 -0.975
H 1.316 -1.493 -2.757
C -0.438 -0.537 1.463
O 0.847 -0.105 1.426
```

**SMILES string**: C=N/N=C\O/C=N\N
**Gap between HOMO and LUMO**: 9.60 eV
**Total energy**: -11209.904 eV
**LUMO**: 0.0272 Ha

---

# 3
A molecular structure, C42H37F9MoN3O2P at a distorted geometry, computed with ωB97M-V with the def2-TZVPD basis set.

Geometry as XYZ:
```
95
Properties=species:S:1:pos:R:3
C 2.383 0.771 2.679
C 1.240 -1.825 -1.432
H -1.450 -0.627 2.140
H -0.166 5.335 -1.116
C 0.867 -2.262 3.970
C 2.726 0.643 1.327
C -4.151 0.787 -0.007
C 1.570 4.059 0.423
H 5.336 -0.275 3.971
H -1.072 -1.425 -2.931
F 4.719 -2.669 -4.825
C -2.946 -2.432 -2.787
C -2.489 -2.546 -0.015
H 1.038 1.576 4.144
H 1.881 3.634 1.371
F 5.147 -4.075 -3.235
C 3.044 -1.553 -3.000
C -0.287 -1.528 3.674
N -0.297 1.641 -1.847
H -1.894 2.223 2.578
C -0.551 -1.184 2.370
C 1.139 1.351 3.084
H 1.564 4.356 -2.462
C 4.183 -3.568 -4.004
C -1.411 1.510 -2.493
H 4.184 0.143 -0.160
C 3.126 -2.932 -3.116
H -0.907 2.412 4.024
H 1.617 5.147 0.492
H -1.275 4.013 -1.380
C -1.567 -1.907 -0.871
H 3.108 0.524 4.692
H 0.905 2.000 -3.564
H -3.664 1.103 -3.856
C 4.883 -0.132 1.870
H -5.896 0.583 -2.921
F -5.345 -3.265 -3.740
H 2.037 0.075 -2.058
C -2.705 1.159 -1.937
C -2.926 1.054 -0.557
Mo -0.022 1.382 0.252
H 2.620 -3.254 3.223
H 2.248 3.728 -0.357
H -3.128 -2.427 -3.854
N 0.129 1.681 2.322
C 0.338 -1.579 1.346
C 2.270 -3.765 -2.398
H 2.348 -4.840 -2.503
C 3.951 0.207 0.895
H -0.703 5.360 0.959
O 1.731 1.044 0.465
H 3.712 -0.926 -3.576
H 0.366 4.251 2.916
C 0.602 3.844 -2.439
C -5.222 0.603 -0.879
H -4.334 -3.617 0.090
F 1.567 -1.399 5.996
C 3.344 0.429 3.636
C -1.804 -1.867 -2.263
H -4.284 0.735 1.066
H 5.863 -0.479 1.563
H 0.056 4.196 -3.316
C 1.315 -3.218 -1.563
F 3.651 -4.549 -4.724
N 0.169 3.655 0.095
C 1.751 -2.658 2.973
C -0.226 4.252 -1.232
F 2.148 -3.441 5.559
C 4.585 -0.024 3.233
C -3.797 1.004 -2.783
F 0.093 -2.987 6.059
H 1.754 2.067 -2.029
H 2.202 -2.591 0.884
C -5.166 -3.603 -2.467
H 0.639 -3.872 -1.021
O -1.812 1.284 0.230
C 0.829 2.336 -2.531
H -1.806 4.015 0.756
C -0.803 4.282 1.089
F -5.157 -4.923 -2.359
C -0.631 3.976 2.565
H -1.326 4.628 3.098
P -0.028 -1.211 -0.355
C -3.627 -3.104 -0.551
C 2.100 -0.995 -2.151
C 1.174 -2.555 5.430
H -1.391 1.731 -3.561
C -0.920 2.534 2.944
C -5.050 0.713 -2.257
F -6.183 -3.115 -1.748
C 1.510 -2.292 1.662
C -3.867 -3.023 -1.927
H -0.968 -1.253 4.471
H -6.203 0.390 -0.472
H -2.304 -2.653 1.043
```

**Gap between HOMO and LUMO (spin up / spin down)**: 4.78 / 5.76 eV
**Total energy**: -88283.855 eV
**LUMO (spin up / spin down)**: -0.5571 / -0.5186 Ha
**Total charge**: +4

---

# 4
A molecular structure, C46H58ClN7O6PSe2Sn, computed with ωB97M-V with the def2-TZVPD basis set.

Geometry as XYZ:
```
122
Properties=species:S:1:pos:R:3
H 3.958 0.933 -1.629
H -1.260 6.377 -1.796
C 1.536 -5.363 -1.751
H -1.445 5.569 -0.227
N -0.414 -4.343 -2.913
O 3.941 -0.861 -3.674
H 5.040 4.625 4.725
H 1.012 -6.307 -1.594
P 1.162 1.847 3.434
C 1.955 -0.360 -2.285
C -4.181 -1.652 -4.248
H 4.086 6.728 3.832
H 1.813 6.728 2.854
H -2.326 -0.447 3.521
C -5.143 -0.464 -0.220
H 5.250 3.020 -1.655
C -2.912 -2.450 4.242
C 1.967 0.535 5.790
H -2.695 3.100 -2.797
H -0.346 -3.545 1.623
C -0.544 -2.290 -1.936
H 0.328 -0.600 8.531
C -1.054 4.221 -1.870
H 4.322 -0.401 -6.306
C -2.860 -1.768 -3.846
C -2.541 3.995 -2.184
H -1.015 -5.016 3.317
H 6.589 2.162 -5.625
H 3.812 -1.250 -1.635
C 1.505 4.629 3.178
Se -0.781 2.208 2.559
H 0.518 4.616 2.733
C 0.502 -3.064 -1.309
C 4.585 0.330 -3.606
H -1.536 0.580 7.407
H -1.437 1.660 -1.848
H -0.054 -0.882 3.995
Se 2.501 0.540 2.384
H -4.562 -0.680 -4.540
H 0.832 4.251 -2.926
H -2.941 4.846 -2.741
H -2.708 -4.693 2.932
H -6.049 -2.662 -4.585
N -1.901 -3.495 4.430
H -5.552 1.688 -0.498
Cl 6.909 4.198 -3.668
C 4.553 1.175 -2.501
H 3.763 2.524 4.563
H -3.196 -1.413 2.327
H 2.580 -0.598 7.502
C 2.237 5.810 3.244
H -3.852 -2.940 3.975
H -5.154 -4.875 -3.929
H -1.017 -4.950 -4.812
O 1.721 -0.153 -1.052
H -2.033 -3.226 1.211
C 4.046 4.630 4.294
H -2.201 -0.912 -3.821
H -1.016 3.257 -0.053
C -5.014 -2.762 -4.280
H 0.167 5.742 -0.941
C -0.336 1.213 5.743
H -5.517 -0.609 -1.236
H 2.857 -2.263 -2.738
H 5.961 0.146 -6.726
H -0.414 3.274 -3.723
C 5.323 0.679 -4.745
C -2.377 -3.009 -3.444
H -3.107 3.879 -1.258
O -3.344 -2.067 -0.328
H -0.504 5.036 -3.795
O -0.990 -1.176 -1.697
H -5.722 -1.109 0.440
C -2.463 -1.459 3.132
C -3.598 1.291 0.296
H 1.113 -2.707 -0.493
C 0.921 1.193 5.144
H 2.934 0.472 5.306
C -4.514 -4.002 -3.909
C 3.192 -1.246 -2.533
H -3.061 -1.942 5.198
H 2.195 -5.479 -2.615
H 0.638 -4.312 -4.753
H 2.152 -5.152 -0.880
H 0.265 -5.922 -4.080
N -0.557 1.892 -1.387
C 6.023 1.873 -4.747
C -0.548 0.574 6.960
C 0.573 -4.246 -1.953
C -0.235 4.191 -3.157
H -2.822 -5.087 -3.150
Sn -0.343 0.123 0.257
N -1.051 -3.104 -2.951
N -0.502 3.233 -0.930
O 1.325 0.055 -3.263
H -5.539 1.177 1.186
C -0.108 -4.910 -4.219
C -1.314 -3.251 2.030
H 0.114 -3.639 4.953
C 5.335 -0.251 -5.927
C 3.322 3.451 4.219
H 5.713 -1.233 -5.636
O -3.160 2.414 0.509
C -1.750 -4.221 3.165
C 2.043 3.443 3.664
C -5.094 0.994 0.207
N -1.180 -1.890 2.562
H 0.207 1.703 -2.031
H -1.151 1.715 5.238
C -3.677 -0.902 -0.184
C -0.624 -2.854 4.770
C 5.271 2.366 -2.517
C -3.199 -4.129 -3.484
C -0.173 -1.899 3.630
C 6.001 2.704 -3.636
H -0.763 -2.303 5.704
H 0.781 -2.199 3.198
C -0.886 5.565 -1.168
C 1.759 -0.089 7.012
C 3.507 5.813 3.798
C 0.497 -0.082 7.594
N -2.851 0.168 0.076
```

**Gap between HOMO and LUMO**: 6.54 eV
**Total energy**: -229700.168 eV
**LUMO**: 0.0760 Ha
**Total charge**: -1

---

# 5
2 unconnected molecules or ions with the total composition C2H3ClO2P at a distorted geometry, computed with ωB97M-V with the def2-TZVPD basis set.

Geometry as XYZ:
```
9
Properties=species:S:1:pos:R:3
H 1.648 1.531 0.934
C 1.801 0.780 0.082
O -2.986 -0.757 -0.587
H 0.481 -1.483 0.168
Cl 3.420 -0.105 0.172
O -2.488 0.831 0.982
P 0.326 -0.199 -0.278
C -2.565 0.045 0.125
H 0.361 -0.644 -1.598
```

**Gap between HOMO and LUMO**: 5.66 eV
**Total energy**: -28028.464 eV
**LUMO**: 0.1245 Ha
**Total charge**: -1

---

total energy of number 3 (C42H37F9MoN3O2P)? -88283.855 eV